# 1
ORCA calculation (ωB97M-V/def2-TZVPD) on a gas-phase ion, C9H15N2S (charge +1) in a non-equilibrium geometry.

Geometry as XYZ:
```
27
Properties=species:S:1:pos:R:3:forces:R:3
C 1.5015 0.0334 0.9430 -2.11 0.13 -1.49
C 1.1385 -0.9340 0.0727 1.09 0.41 2.63
C -2.5627 -0.0158 0.7189 1.42 0.90 -1.77
C -0.5480 0.7932 -0.1960 1.71 0.14 0.50
C -0.2153 -0.6898 -0.4794 -0.80 2.20 0.99
C 2.5049 0.6115 1.8275 -0.24 -0.86 2.13
C 1.9813 -2.2042 -0.1936 -2.23 0.44 1.55
C 0.0111 1.9556 -0.9835 1.62 -0.75 -1.14
C -0.3323 -0.9103 -1.9264 2.27 0.83 -0.96
N -1.8590 1.0273 0.2421 1.14 0.61 0.57
N -3.7933 0.2282 1.1238 -0.55 -0.55 1.02
S -1.6734 -1.4732 0.4184 -0.63 -0.84 0.72
H 3.0995 -0.2871 2.1366 0.04 0.77 0.12
H 2.0950 1.0931 2.8288 0.60 -0.98 -2.21
H 3.1678 1.3085 1.3362 0.08 0.25 -0.16
H 1.2915 -2.9282 -0.6728 0.85 0.02 0.26
H 2.3704 -2.5599 0.7957 -0.34 0.01 -1.07
H 2.7709 -1.9098 -0.8130 1.29 -0.09 -1.09
H 0.7447 1.6715 -1.8542 -1.47 0.33 1.77
H 0.5360 2.6601 -0.3500 0.41 -0.06 0.27
H -0.7789 2.5548 -1.3909 -0.65 0.16 -0.67
H -0.9003 -0.1118 -2.3242 -0.37 0.97 -0.83
H -0.9143 -1.7262 -2.1207 -0.86 -2.71 -0.96
H 0.7166 -0.9166 -2.3587 -1.51 -0.24 0.07
H -2.0143 2.0371 0.4228 -0.65 -1.14 -0.05
H -3.9227 1.2297 1.3426 -0.78 -1.22 0.03
H -4.4152 -0.5372 1.4542 0.68 1.27 -0.22
```
Positions in Å, forces in eV/Å.

Computed properties:
orbital gap (spin up / spin down)	7.6207 / 7.5066	eV
E_LUMO (spin up / spin down)	-3.3 / -3.6	eV
relative energy (zero: lowest compared OMol25 entry of this formula, charge and spin)	80.2	kcal/mol
E_tot	-859.24203	hartree
molar mass	183.30	g mol⁻¹
total charge	+1

Löwdin analysis output, partial charges in e:
1 C 0.022
2 C -0.296
3 C -0.609
4 C -0.275
5 C -0.634
6 C -0.077
7 C -0.008
8 C -0.037
9 C -0.065
10 N 0.066
11 N 0.162
12 S 1.128
13 H 0.096
14 H 0.131
15 H 0.076
16 H 0.093
17 H 0.103
18 H 0.061
19 H 0.140
20 H 0.077
21 H 0.069
22 H 0.084
23 H 0.050
24 H 0.141
25 H 0.191
26 H 0.151
27 H 0.158

---

# 2
ORCA calculation (ωB97M-V/def2-TZVPD) on C3H2N2O in the gas phase in a non-equilibrium geometry.

Geometry as XYZ:
```
8
Properties=species:S:1:pos:R:3:forces:R:3
C 0.3833 0.9397 -0.1062 0.03 -1.60 0.10
C 0.6953 -0.4694 -0.1313 -2.13 -0.49 1.61
C 2.9878 -0.2827 0.0385 1.47 0.15 -0.38
N 1.1621 1.9022 0.1138 1.43 0.10 -0.13
N 1.9291 -0.9241 0.1203 0.22 -0.10 -0.49
O 4.1042 0.0289 -0.0838 -1.52 -0.18 0.36
H -0.6558 1.0946 -0.0708 -1.87 0.30 -0.33
H -0.2072 -1.2522 0.0052 2.36 1.84 -0.75
```
Positions in Å, forces in eV/Å.

Computed properties:
orbital gap (spin up / spin down)	6.8461 / 6.4598	eV
E_LUMO (spin up / spin down)	-1.8 / -1.8	eV
relative energy (zero: lowest compared OMol25 entry of this formula, charge and spin)	68.7	kcal/mol
E_tot	-300.12187	hartree
molar mass	82.06	g mol⁻¹
total charge	0

Löwdin analysis output, partial charges in e:
1 C -0.369
2 C -0.085
3 C -0.249
4 N 0.143
5 N 0.118
6 O 0.218
7 H 0.064
8 H 0.160